[1]
76
Properties=species:S:1:pos:R:3:forces:R:3 method="wB97M-V/def2-TZVPD" multiplicity=2 largest_force_ha_per_bohr=0.009 s2=0.75 e_tot_ha=-4941.29373 orbital_gap_ev="7.76 / 6.08" total_charge=0 relative_energy_kcal_mol=0.0 homo_energy_ha="-0.29766 / -0.29800"
Ir -1.854868 -0.555060 -0.339673 0.2 0.2 0.2
Se -2.573125 1.416334 -1.751131 0.0 -0.1 0.0
S -0.206619 -2.815522 1.356392 0.2 -0.1 0.1
O -3.535030 -0.343885 0.632733 -0.2 -0.4 0.1
O 0.103921 -1.787089 2.308665 -0.1 0.0 0.0
O -2.976761 -3.805563 -2.414715 0.0 -0.1 0.0
O -2.683538 -1.682460 -1.795700 -0.1 -0.2 0.0
O -5.895588 -0.830298 1.921973 0.0 0.0 -0.1
O -0.052878 -0.448355 -1.259515 0.1 0.0 0.1
O -0.481996 -4.148999 1.812474 0.0 0.1 0.0
N -0.949051 3.365336 -0.347477 0.0 0.1 -0.1
N 0.475478 0.805680 0.619411 0.0 0.0 0.0
N -1.486239 -2.334067 0.461759 -0.1 0.3 -0.4
N -0.830507 0.501907 0.993184 0.1 -0.1 -0.1
N -0.036410 2.636820 -2.174984 0.0 -0.1 0.0
C 3.390531 -3.242675 -1.398362 0.0 0.0 0.0
C 4.601717 -3.437978 -2.267958 0.0 0.0 0.0
C 0.771827 0.237891 -0.514780 0.0 0.0 -0.1
C -3.578949 -0.089099 1.934633 0.0 0.2 -0.2
C 3.135572 1.024039 -0.285396 0.0 0.0 0.0
C 2.402024 -2.448291 0.660121 0.0 0.0 0.0
C 0.297247 3.976791 -0.447042 0.0 0.0 0.0
C 1.163691 -2.908665 0.237407 0.0 0.0 0.0
C 2.140634 0.426076 -1.054629 0.0 0.0 0.0
C 1.020832 -3.517184 -1.000776 0.0 0.0 0.0
C -1.218412 0.790319 2.175581 -0.1 -0.1 0.0
C 3.507010 -2.624397 -0.156769 0.0 0.0 0.0
C -1.882982 3.563741 0.747238 0.0 0.1 0.0
C -2.685292 -2.976778 -1.585581 0.0 0.2 0.0
C -2.745817 0.813197 4.044450 -0.1 0.0 0.1
C 4.679653 0.804819 -2.116544 0.0 0.0 0.0
C 0.886792 3.504328 -1.614718 0.0 0.0 0.0
C 2.132412 -3.673493 -1.811869 0.0 0.0 0.0
C 2.214451 5.273798 -0.003743 0.0 0.0 0.0
C 2.422140 0.009913 -2.352391 0.0 0.0 0.0
C 2.158038 3.896351 -2.005463 0.0 0.0 0.0
C -4.814147 -0.330316 2.581788 -0.1 0.0 0.1
C 4.402032 1.206323 -0.814814 0.0 0.0 0.0
C -4.988452 0.010922 3.907438 0.0 -0.1 -0.1
C -3.959681 0.587827 4.647223 0.1 0.0 0.0
C -2.325300 -3.366065 -0.153877 -0.1 0.0 0.1
C -5.727897 -2.046145 1.190970 0.0 0.0 0.0
C -1.121068 2.543521 -1.392305 0.0 0.0 0.1
C 0.948511 4.876342 0.385255 0.0 0.0 0.0
C -2.531264 0.484068 2.696695 0.1 0.0 0.0
C 2.808818 4.790975 -1.177456 0.0 0.0 0.0
C 3.688749 0.208959 -2.884609 0.0 0.0 0.0
H 2.762371 5.971408 0.614909 0.0 0.0 0.0
H 2.486564 -1.960050 1.621814 0.0 0.0 0.0
H 0.092559 2.038012 -2.976769 0.0 0.0 0.0
H 2.623255 3.501287 -2.898824 0.0 0.0 0.0
H -5.954962 -0.189897 4.351181 0.0 0.0 0.0
H 5.670095 0.950886 -2.528946 0.0 0.0 0.0
H 4.343093 -3.939748 -3.199359 0.0 0.0 0.0
H 1.647323 -0.481224 -2.927530 0.0 0.0 0.0
H 5.175842 1.665520 -0.212903 0.0 0.0 0.0
H 2.020022 -4.146467 -2.779986 0.0 0.0 0.0
H -3.270227 -3.436520 0.394115 0.0 0.0 0.0
H 3.905662 -0.116232 -3.894194 0.0 0.0 0.0
H 0.492905 5.245132 1.293826 0.0 0.0 0.0
H -0.496455 1.274784 2.826310 0.0 0.0 0.0
H 2.902070 1.335503 0.723661 0.0 0.0 0.0
H -4.114076 0.841928 5.686675 0.0 0.0 0.0
H 4.476377 -2.269264 0.173983 0.0 0.0 0.0
H -1.926742 1.244108 4.607053 0.0 0.0 0.0
H 5.352876 -4.041405 -1.755974 0.0 0.0 0.0
H 3.805935 5.120417 -1.436281 0.0 0.0 0.0
H -6.725028 -2.465026 1.078294 0.0 0.0 0.0
H -1.358930 3.427764 1.692339 0.0 0.0 0.0
H -5.285337 -1.868447 0.213361 0.0 0.0 0.0
H -2.305558 4.566666 0.699886 0.0 0.0 0.0
H -5.108133 -2.745393 1.758433 0.0 0.0 0.0
H -2.676527 2.826004 0.660639 0.0 0.0 0.0
H 5.062629 -2.478873 -2.512906 0.0 0.0 0.0
H 0.054921 -3.866827 -1.342592 0.0 0.0 0.0
H -1.862731 -4.347941 -0.123324 0.0 0.0 0.0

[2]
77
Properties=species:S:1:pos:R:3:forces:R:3 method="wB97M-V/def2-TZVPD" multiplicity=1 largest_force_ha_per_bohr=0.012 e_tot_ha=-3082.33140 orbital_gap_ev=6.98 total_charge=0 relative_energy_kcal_mol=17.2 homo_energy_ha=-0.28547
Sn 0.931206 0.628289 0.097948 0.2 0.5 -0.3
S 3.217970 0.275279 0.823687 -0.1 0.0 0.1
S 1.856496 2.922710 -0.282976 0.1 0.0 0.1
O -4.314863 -2.581957 -0.095847 0.0 0.0 0.0
O -0.043743 1.064297 1.902766 -0.2 -0.1 -0.1
O 0.000489 -1.927345 -3.024372 0.0 0.0 0.0
O -1.928238 0.769380 3.089458 0.0 0.0 0.0
O -0.658041 1.745201 -1.066440 0.1 -0.2 0.0
O 1.072460 -0.469074 -1.696690 -0.1 0.0 0.1
N -0.770493 3.802508 -0.001435 0.1 0.0 -0.1
N 1.450246 -2.078100 0.820722 0.3 -0.3 0.0
N 5.033634 -2.972806 -0.319338 0.0 -0.1 0.1
N -0.832109 -0.569886 0.071275 0.1 0.1 0.0
N 2.601305 -2.433568 0.536271 -0.3 0.0 0.0
N 4.743460 -1.691310 0.032244 -0.2 0.1 0.0
N 0.890485 5.216183 0.574390 0.0 0.0 0.0
C 3.547083 -1.394836 0.389681 0.3 -0.1 -0.1
C -2.774364 2.683451 -0.676241 0.0 0.0 0.0
C -0.153830 6.174296 0.962762 0.0 0.0 0.0
C -3.148116 -1.912057 -0.081868 0.0 0.0 0.0
C -1.227467 0.554247 2.130934 0.0 0.0 0.0
C 4.641924 -5.069555 -1.419091 0.0 0.0 0.0
C 0.085814 -1.258313 -2.019778 0.0 0.0 0.0
C -1.302190 -5.229812 1.108992 0.0 0.0 0.0
C 0.542817 4.011674 0.107663 -0.1 0.1 0.1
C -1.282974 2.729558 -0.590983 -0.1 0.0 0.1
C -3.563414 3.641711 -0.047351 0.0 0.0 0.0
C 2.800923 5.218612 2.174528 0.0 0.0 0.0
C -1.042589 -1.313078 -0.996752 -0.1 0.0 0.0
C -4.761426 1.547892 -1.424385 0.0 0.0 0.0
C -2.913368 -1.068590 1.008167 0.0 0.0 0.0
C 3.398317 -3.152549 -2.168160 0.0 0.0 0.0
C 2.778509 -3.939261 -3.125918 0.0 -0.1 0.0
C -1.710417 -0.405588 1.045419 0.0 0.0 0.0
C -3.380763 1.637641 -1.367944 0.0 0.0 0.0
C 4.021336 -5.847300 -2.386096 0.0 0.0 0.0
C -0.367731 -5.226865 0.079896 0.0 0.0 0.0
C -1.305345 -4.208609 2.049692 0.0 0.0 0.0
C -0.776659 5.871461 2.317919 0.0 0.0 0.0
C -5.545133 2.500586 -0.786466 0.0 0.0 0.0
C -4.944952 3.546960 -0.099556 0.0 0.0 0.0
C 2.283095 5.610874 0.798368 0.0 0.0 0.0
C 4.328808 -3.721369 -1.300134 -0.1 0.1 -0.1
C 3.081386 -5.291312 -3.239366 0.0 0.1 0.0
C -2.209131 -2.034214 -1.110533 0.0 0.0 0.0
C -0.387829 -3.172853 1.954536 0.0 0.0 0.0
C 0.566757 -4.208702 -0.013673 0.0 0.0 0.0
C 0.544019 -3.184894 0.927485 0.1 0.0 0.0
H -3.081077 4.447902 0.487371 0.0 0.0 0.0
H 2.325135 6.692149 0.665520 0.0 0.0 0.0
H 5.359518 -5.510577 -0.737694 0.0 0.0 0.0
H 3.141834 -2.103317 -2.108882 0.0 0.0 0.0
H -0.024120 5.835230 3.104824 0.0 0.0 0.0
H -2.025293 -6.031972 1.180982 0.0 0.0 0.0
H -1.295678 4.914839 2.295500 0.0 0.0 0.0
H -2.373818 -2.661988 -1.976921 0.0 0.0 0.0
H -3.645828 -0.949133 1.792837 0.0 0.0 0.0
H -6.624368 2.428514 -0.826983 0.0 0.0 0.0
H 3.862290 5.454359 2.254693 0.0 0.0 0.0
H -5.230138 0.736297 -1.966386 0.0 0.0 0.0
H 0.315206 7.157971 0.970109 0.0 0.0 0.0
H -0.918994 6.174648 0.189178 0.0 0.0 0.0
H 4.270830 -6.898276 -2.460195 0.0 0.0 0.0
H 2.273935 5.754201 2.963781 0.0 0.0 0.0
H 1.297352 -4.187481 -0.812588 0.0 0.0 0.0
H -2.025915 -4.213533 2.857128 0.0 0.0 0.0
H -0.380759 -2.368133 2.679909 0.0 0.0 0.0
H -4.367916 -3.146106 -0.875622 0.0 0.0 0.0
H -0.362852 -6.022353 -0.654008 0.0 0.0 0.0
H 2.044589 -3.481717 -3.774805 0.0 0.0 0.0
H 2.676160 4.148460 2.336866 0.0 0.0 0.0
H 2.904056 5.177634 0.017485 0.0 0.0 0.0
H 6.031787 -3.083754 -0.386239 0.0 0.1 -0.1
H -1.494521 6.652236 2.573833 0.0 0.0 0.0
H -5.555145 4.289024 0.398325 0.0 0.0 0.0
H 2.587837 -5.901013 -3.984372 0.0 0.0 0.0
H -2.757446 0.906920 -1.867033 0.0 0.0 0.0

[3]
76
Properties=species:S:1:pos:R:3:forces:R:3 method="wB97M-V/def2-TZVPD" multiplicity=1 largest_force_ha_per_bohr=0.009 e_tot_ha=-6513.02753 orbital_gap_ev=6.05 total_charge=+2 homo_energy_ha=-0.46866
Y -1.050151 -0.016511 -1.617540 -0.4 -0.2 0.1
As -0.348691 0.908806 1.063764 0.1 0.0 0.2
As 0.447890 -1.986308 3.607974 0.1 0.0 0.0
O -1.725042 -1.630060 -0.080743 0.0 0.0 0.1
O -0.450617 1.193711 5.755131 -0.1 0.0 0.0
O -0.643954 -3.190260 1.078534 0.0 0.0 0.0
O 3.007082 -0.035833 2.987686 0.0 0.0 0.0
O -0.896855 -0.999131 6.014814 0.0 0.0 0.0
O 3.067125 -0.383630 0.768664 0.0 0.0 0.0
O -2.740169 2.006924 3.989463 0.0 0.0 0.0
O -1.436575 2.848234 2.436555 0.0 0.0 0.0
N -1.424263 -1.701091 -3.230011 0.1 0.0 -0.1
N 0.547804 0.155337 -3.024379 -0.2 0.1 -0.1
N -1.372159 2.079959 -2.566507 0.1 0.1 -0.1
C -1.264422 4.603634 -3.701676 0.0 0.0 0.0
C 4.305059 0.602074 2.906806 0.0 0.0 0.0
C -0.236856 -1.965284 -3.875265 -0.1 0.0 -0.1
C 0.839721 -1.032834 -3.733085 0.1 0.1 -0.1
C -1.723712 1.916928 3.163657 0.0 0.0 0.0
C -0.226106 3.687327 -3.965914 0.0 0.0 0.0
C 2.523845 -0.479917 1.837531 0.1 -0.2 0.0
C -2.316154 4.254243 -2.898097 0.0 0.0 0.0
C -0.644916 -0.041502 5.328689 0.1 -0.1 0.0
C 1.876187 -1.871651 4.932595 0.0 0.0 0.0
C 1.221000 -1.224922 1.965834 -0.1 0.1 0.1
C 1.742715 1.792518 -4.455158 0.0 0.0 0.0
C 2.048925 -1.375021 -4.286456 0.0 0.0 0.1
C -0.087770 -3.122629 -4.667973 0.1 0.0 0.1
C -2.388383 -3.667597 -4.195538 0.0 0.0 0.0
C -2.443843 -2.526899 -3.389780 0.0 0.0 0.0
C -0.418074 -0.184232 3.848169 0.0 0.0 0.0
C 1.161469 -3.393180 -5.274208 0.0 0.0 0.0
C 0.278457 -1.001746 1.011890 0.1 -0.1 0.0
C -2.323476 2.974994 -2.344745 0.0 0.0 0.0
C -0.564122 1.388673 7.187525 0.0 0.0 0.0
C 0.859524 4.010750 -4.811485 0.0 0.0 0.0
C 1.235248 2.014123 1.228676 0.0 0.1 0.0
C 2.205846 -2.544999 -5.061211 0.0 0.0 0.0
C -1.607665 -4.174433 0.619761 0.0 0.0 0.0
C -3.391971 0.870036 4.585211 0.0 0.0 0.0
C 1.815240 3.071120 -5.047026 0.0 0.0 0.0
C 0.707697 1.421588 -3.630712 0.1 0.0 -0.1
C -0.897898 0.676743 2.955580 0.0 0.0 0.0
C -0.796184 -1.961713 0.690607 0.0 0.1 -0.1
C -0.307329 2.404056 -3.381280 0.0 0.1 0.0
C -1.207974 -3.965647 -4.821228 0.0 0.0 0.0
H 1.273465 -4.278726 -5.885470 0.0 0.0 0.0
H -3.133365 2.675729 -1.687201 0.0 0.0 0.0
H 2.653394 3.296469 -5.692240 0.0 0.0 0.0
H -3.096093 -0.061291 4.107474 0.0 0.0 0.0
H -0.467946 2.457239 7.339437 0.0 0.0 0.0
H 1.496890 -2.364006 5.825000 0.0 0.0 0.0
H -3.355032 -2.288342 -2.851594 0.0 0.0 0.0
H -1.526115 1.025604 7.540565 0.0 0.0 0.0
H 2.732009 -2.427094 4.552311 0.0 0.0 0.0
H 2.174155 -0.851900 5.151364 0.0 0.0 0.0
H 4.247624 1.478871 2.265456 0.0 0.0 0.0
H -3.262869 -4.292389 -4.302797 0.0 0.0 0.0
H 1.705940 1.882880 2.199712 0.0 0.0 0.0
H 0.234326 0.848724 7.690876 0.0 0.0 0.0
H -3.123808 4.938337 -2.684184 0.0 0.0 0.0
H -1.216849 5.589059 -4.148742 0.0 0.0 0.0
H -1.119325 -4.849129 -5.441583 0.0 0.0 0.0
H -1.602426 -4.208812 -0.466961 0.0 0.0 0.0
H 0.908106 4.993468 -5.260565 0.0 0.0 0.0
H -2.596671 -3.916161 0.988445 0.0 0.0 0.0
H 0.868648 3.033980 1.143280 0.0 0.0 0.0
H 5.032577 -0.097558 2.503441 0.0 0.0 0.0
H -1.268568 -5.113233 1.040546 0.0 0.0 0.0
H 1.927592 1.780201 0.421629 0.0 0.0 0.0
H 3.174228 -2.757431 -5.493224 0.0 0.0 0.0
H 4.553974 0.881159 3.924280 0.0 0.0 0.0
H -3.159672 0.842749 5.646107 0.0 0.0 0.0
H 2.535512 1.095332 -4.668747 0.0 0.0 0.0
H -4.457414 1.031871 4.452990 0.0 0.0 0.0
H 2.912233 -0.750330 -4.114714 0.0 0.0 0.0